1.
Molecular formula: C27H38ClP2Tb
Method: DFT, ωB97M-V/def2-TZVPD

Structure (XYZ):
```
69
Properties=species:S:1:pos:R:3:forces:R:3:mulliken_spin:R:1
Tb 0.0000 0.0000 0.0000 2.205 5.532 7.292 6.15
Cl -0.2057 0.6539 2.2034 -1.156 0.538 2.991 -0.01
P -0.3952 -1.0595 -1.8552 -3.038 -6.752 -12.432 -0.14
C 0.9017 -2.0567 -2.6718 0.596 -0.126 0.239 0.01
C 1.0869 -2.1654 -4.0526 -0.038 0.193 0.056 0.00
C 2.1026 -2.9759 -4.5623 -0.043 0.022 0.230 0.00
C 2.9372 -3.6847 -3.7001 -0.180 0.163 0.132 0.00
C 2.7691 -3.5676 -2.3181 -0.017 0.073 0.026 0.00
C 1.7644 -2.7517 -1.8076 0.008 0.160 -0.344 0.00
C -1.5890 -2.3228 -1.2713 -0.081 -0.054 0.749 -0.01
C -2.6751 -1.8461 -0.5158 0.372 -0.329 0.111 0.01
C -3.5953 -2.7352 0.0339 -0.030 0.033 0.016 -0.01
C -3.4453 -4.1081 -0.1694 0.166 0.246 -0.121 0.00
C -2.3729 -4.5877 -0.9234 -0.001 0.266 -0.065 0.00
C -1.4447 -3.7018 -1.4703 0.096 -0.023 0.128 0.01
C -1.3479 -0.2306 -3.1825 -0.273 0.331 -0.040 0.00
C -1.5622 1.1490 -3.0755 -0.053 -0.377 -0.162 0.00
C -2.3323 1.8203 -4.0248 0.004 -0.020 0.042 0.00
C -2.9048 1.1137 -5.0827 0.181 -0.052 0.268 0.00
C -2.7220 -0.2680 -5.1794 0.181 0.047 0.249 0.00
C -1.9539 -0.9397 -4.2301 -0.077 0.011 0.062 0.00
H -2.7928 -0.7740 -0.3648 -0.276 0.110 -0.014 0.01
H -4.4264 -2.3568 0.6221 0.117 -0.064 -0.103 0.00
H -4.1623 -4.8027 0.2588 0.113 0.131 -0.056 0.00
H -2.2563 -5.6559 -1.0848 -0.017 0.184 -0.005 0.00
H -0.6078 -4.0804 -2.0487 -0.109 0.001 0.085 0.00
H 0.4535 -1.6052 -4.7315 0.106 -0.083 0.031 0.00
H 2.2445 -3.0459 -5.6372 -0.061 0.005 0.176 0.00
H 3.7249 -4.3163 -4.1013 -0.136 0.095 0.080 0.00
H 3.4268 -4.1045 -1.6403 -0.104 0.061 -0.109 0.00
H 1.6385 -2.6301 -0.7337 0.091 -0.347 -0.038 -0.01
H -1.1319 1.6787 -2.2282 -0.001 0.261 -0.149 -0.01
H -2.4913 2.8912 -3.9321 0.011 -0.170 -0.029 0.00
H -3.5074 1.6341 -5.8219 0.109 -0.070 0.133 0.00
H -3.1878 -0.8225 -5.9894 0.098 0.070 0.141 0.00
H -1.8411 -2.0186 -4.2913 -0.034 0.111 -0.022 0.00
H 3.6031 0.1579 -8.2852 -0.046 0.048 -0.013 0.00
H 3.0944 0.6785 -8.4371 0.044 -0.051 0.017 0.00
C 3.5248 3.5776 -2.2457 0.015 0.189 -0.599 0.00
C 3.7337 2.6805 -1.0207 0.560 0.321 -0.928 -0.01
C 4.3098 3.5769 0.1078 0.070 0.044 0.356 0.00
P 2.2403 1.5826 -0.6134 1.865 0.632 -2.228 0.03
C 3.2791 0.1967 0.2092 0.281 -0.336 1.789 -0.01
C 4.5354 0.5714 1.0268 0.431 -0.046 0.311 0.00
C 2.4771 -0.7072 1.1524 1.150 0.120 0.946 0.02
C 0.9460 2.8354 -0.0841 0.058 0.128 1.887 0.00
C 1.1516 3.5602 1.2506 -0.580 0.118 0.623 0.00
C 0.4376 3.7842 -1.1757 -0.002 0.042 -0.699 0.00
H 2.9141 4.4594 -2.0178 0.033 -0.353 -0.121 0.00
H 3.0839 3.0100 -3.0887 0.220 0.452 0.341 0.00
H 4.5026 3.9956 -2.5680 -0.502 -0.432 0.155 0.00
H 4.5170 1.9704 -1.3513 -0.470 0.045 0.409 0.00
H 3.6800 4.4530 0.3050 0.042 -0.289 -0.196 0.00
H 4.4887 3.0837 1.0709 -0.147 0.108 -0.364 0.00
H 5.2854 3.9949 -0.2176 -0.503 -0.414 -0.026 0.00
H 3.6300 -0.4334 -0.6362 -0.584 0.768 -0.131 0.00
H 4.2571 1.1444 1.9365 0.301 -0.230 -0.603 0.00
H 5.0434 -0.3522 1.3828 -0.504 0.355 -0.229 0.00
H 5.3131 1.0897 0.4403 -0.577 -0.027 0.352 0.00
H 1.5778 -1.1215 0.7029 0.281 -0.989 0.245 -0.02
H 3.0862 -1.5861 1.4576 -0.521 0.401 -0.350 0.00
H 2.2231 -0.1602 2.0787 0.031 -0.446 -0.538 0.00
H 0.0804 2.1771 0.0825 -0.578 0.330 0.304 -0.01
H 1.8369 4.4129 1.1800 -0.062 -0.414 -0.155 0.00
H 0.1809 3.9968 1.5737 0.534 -0.346 -0.068 0.00
H 1.4996 2.8618 2.0367 -0.162 0.542 -0.362 0.00
H 0.3791 3.2722 -2.1571 0.103 0.481 0.369 0.00
H -0.5798 4.1433 -0.9061 0.544 -0.430 -0.020 0.00
H 1.0434 4.6970 -1.2593 -0.053 -0.496 -0.019 0.00
```
Positions in Å, forces in eV/Å.

2S+1: 7
Kohn-Sham gap (alpha / beta) in eV: 7.250 / 7.596
E_LUMO (alpha / beta) in Ha: -0.27758 / -0.26453
Charge: +2
Energy relative to the best compared isomer or geometry (same formula, charge and spin) in kcal/mol: 67.5
F_max in eV/Å: 14.47
HOMO (alpha / beta) in eV: -14.8 / -14.8

2.
Molecular formula: C64H60N6O3S4SiTi
Method: DFT, ωB97M-V/def2-TZVPD

Structure (XYZ):
```
139
Properties=species:S:1:pos:R:3:forces:R:3:mulliken_spin:R:1
Ti 0.1710 0.5833 0.9216 1.950 -0.876 -1.533 0.14
C 3.9583 6.0032 6.9839 0.028 0.021 0.032 0.00
C 4.5952 5.2089 6.0422 0.055 0.017 0.002 0.00
C 3.8695 4.3060 5.2814 -0.064 -0.024 -0.005 0.00
C 2.4887 4.1954 5.4385 0.020 0.037 0.064 -0.01
C 1.8572 4.9981 6.3918 0.030 0.009 -0.009 0.00
C 2.5850 5.8941 7.1562 0.007 0.036 -0.031 0.00
C 1.7081 3.2602 4.6176 -0.346 0.128 -0.059 -0.02
C 2.2374 1.9859 4.1426 0.180 -0.241 -0.057 0.09
C 3.0698 1.0329 4.7035 0.050 0.253 0.014 -0.04
C 2.7591 -0.1990 4.1092 -0.186 -0.223 -0.232 0.09
C 1.7104 -0.0073 3.2019 0.261 0.109 0.614 -0.07
N 1.5253 1.3658 3.1434 0.149 0.215 0.045 0.01
C 0.8276 -1.0822 2.7225 -0.515 0.117 -0.064 0.10
C -0.5605 -1.0508 2.4635 0.301 0.057 0.301 -0.06
C -1.5560 -2.0891 2.3165 -0.350 -0.086 -0.176 0.14
C -2.7000 -1.5059 1.8381 0.234 -0.278 0.071 -0.06
C -2.4375 -0.1176 1.5880 -0.527 0.451 -0.103 0.16
C -3.1094 0.8773 0.8350 0.458 -0.056 0.164 -0.03
C -4.5339 0.7926 0.5175 -0.290 -0.075 -0.128 -0.07
C -5.0174 1.2800 -0.7033 0.110 -0.088 0.047 -0.03
C -6.3656 1.2268 -1.0102 -0.072 0.028 -0.005 0.02
C -7.2706 0.6896 -0.1038 0.037 0.014 -0.047 -0.03
C -6.8071 0.2034 1.1106 -0.119 -0.056 -0.015 0.02
C -5.4588 0.2562 1.4204 0.128 -0.006 0.003 -0.03
C -2.3477 2.0206 0.4167 -0.311 0.035 0.242 0.16
N -0.9978 1.9637 0.4945 -1.198 0.972 -0.266 0.08
C -0.4256 3.2230 0.5733 0.154 -0.042 0.246 -0.14
C 0.7632 3.1838 1.3478 -0.140 -0.159 0.153 0.15
C 1.7946 4.2118 1.4255 0.132 0.279 -0.118 0.06
C 1.4806 5.5615 1.2134 -0.070 -0.116 0.011 0.06
C 2.4591 6.5390 1.2478 -0.056 0.048 -0.021 -0.03
C 3.7839 6.1974 1.4768 0.050 0.013 -0.010 0.05
C 4.1123 4.8672 1.6964 0.004 0.080 0.024 -0.04
C 3.1340 3.8879 1.6831 -0.069 -0.040 -0.059 0.04
C 0.5301 2.0370 2.3536 0.238 0.586 0.386 0.05
C -1.3113 3.5866 3.3657 0.181 0.211 0.077 0.02
C -0.6985 4.4051 4.2555 -0.197 0.133 -0.093 0.00
C 0.4133 3.4534 4.3041 0.274 -0.142 -0.138 0.04
N -0.3380 2.5526 3.4333 -0.084 -0.388 0.230 0.06
C -1.4798 4.1293 0.2345 -0.046 0.073 -0.243 0.18
C -2.6569 3.3955 0.1755 0.087 -0.014 -0.088 -0.16
N -1.1796 0.1232 2.0976 -0.719 -0.543 0.817 -0.02
C 1.4571 -2.4273 2.8258 0.069 -0.119 -0.175 0.03
C 1.0465 -3.3416 3.7923 -0.007 0.117 0.010 0.02
C 1.6662 -4.5776 3.9016 -0.005 -0.085 0.045 0.00
C 2.7023 -4.9184 3.0445 -0.031 0.012 -0.003 0.01
C 3.1144 -4.0125 2.0761 0.028 -0.039 0.003 0.00
C 2.5011 -2.7745 1.9697 0.004 0.029 -0.033 0.02
H 4.5297 6.6970 7.5881 -0.005 0.015 -0.024 0.00
H 5.6639 5.3008 5.8915 -0.002 -0.035 0.021 0.00
H 4.3633 3.6861 4.5454 0.024 -0.002 -0.037 0.00
H 0.7892 4.9020 6.5396 0.003 -0.023 0.013 0.00
H 2.0824 6.5117 7.8905 -0.013 -0.026 0.008 0.00
H 3.7660 1.1980 5.5105 -0.045 0.004 0.027 0.00
H 3.1878 -1.1546 4.3603 -0.045 -0.019 0.028 0.00
H -1.4155 -3.1318 2.5518 -0.003 -0.009 -0.063 0.00
H -3.6158 -2.0181 1.6017 -0.068 -0.045 -0.081 0.00
H -4.3099 1.6750 -1.4211 0.005 -0.004 -0.016 0.00
H -6.7131 1.5997 -1.9661 0.011 -0.003 0.003 0.00
H -8.3257 0.6519 -0.3436 0.003 -0.015 0.008 0.00
H -7.5089 -0.2147 1.8222 0.033 0.007 0.026 0.00
H -5.1102 -0.1003 2.3820 0.012 0.014 0.001 0.00
H 0.4482 5.8417 1.0506 0.035 0.027 -0.020 0.01
H 2.1813 7.5742 1.0896 0.024 0.001 -0.006 0.00
H 4.5542 6.9584 1.4720 -0.011 0.001 0.039 0.00
H 5.1450 4.5891 1.8705 -0.011 -0.025 -0.004 0.00
H 3.4140 2.8540 1.8210 -0.036 -0.059 0.028 0.01
H -2.2162 3.5812 2.7790 -0.018 -0.022 0.004 0.00
H -0.9621 5.3086 4.7779 0.000 -0.026 0.009 0.00
H -1.4100 5.2018 0.1503 0.009 -0.015 0.027 0.01
H -3.6485 3.8066 0.0621 -0.008 -0.012 -0.016 0.00
H 0.2539 -3.0645 4.4777 -0.004 -0.011 -0.007 0.00
H 1.3452 -5.2724 4.6684 -0.005 0.000 -0.014 0.00
H 3.1860 -5.8832 3.1331 0.000 0.001 -0.009 0.00
H 3.9199 -4.2714 1.3998 -0.007 0.014 -0.005 0.00
H 2.8264 -2.0627 1.2193 -0.027 0.014 0.003 0.00
S 5.4755 2.5669 -4.2794 0.154 0.056 -0.183 0.00
C 4.5611 1.7353 -3.1825 -0.325 -0.115 0.093 0.00
S 4.2947 2.3108 -1.5577 -0.293 -0.589 -0.079 0.00
C 3.2403 0.9094 -1.2288 0.318 0.745 -0.844 -0.01
N 3.1206 0.1492 -2.2520 -0.239 -0.502 0.107 0.01
N 3.8447 0.5833 -3.3354 0.329 0.423 0.260 0.00
C 3.6756 -0.2012 -4.5118 -0.188 -0.220 -0.265 0.00
C 4.6729 -0.3678 -5.4670 0.024 0.064 0.134 0.00
C 4.4246 -1.1504 -6.5852 -0.010 -0.032 -0.024 0.00
C 3.2012 -1.7778 -6.7589 0.008 0.000 0.002 0.00
C 2.2205 -1.6334 -5.7881 0.018 0.049 -0.068 0.00
C 2.4531 -0.8536 -4.6700 0.130 0.135 0.059 0.00
S 2.6102 0.6753 0.3348 0.543 -0.169 0.932 0.02
H 5.6325 0.1022 -5.3433 0.054 0.104 0.045 0.00
H 5.2045 -1.2739 -7.3260 0.011 0.023 0.013 0.00
H 3.0147 -2.3790 -7.6399 0.009 -0.013 0.013 0.00
H 1.2653 -2.1310 -5.9015 -0.039 0.027 0.023 0.00
H 1.6998 -0.7391 -3.9037 0.303 -0.094 -0.010 0.00
C 1.7253 -3.7365 -2.8608 -0.169 0.053 0.063 0.00
C 0.3573 -4.2094 -2.3754 0.262 -0.190 -0.037 0.00
C -0.0178 -5.5311 -3.0481 0.006 0.113 0.026 0.00
C 0.3845 -4.4078 -0.8591 -0.195 0.166 -0.108 0.01
O -0.6060 -3.2401 -2.8042 -0.062 -0.133 -0.036 0.01
Si -1.5135 -2.1336 -1.9925 0.330 0.143 0.079 0.00
S -0.2024 -0.8658 -0.9758 -0.179 -0.394 -0.202 0.03
O -2.4051 -1.3629 -3.1246 -0.179 0.030 -0.148 -0.01
C -2.0975 -0.7094 -4.3532 0.026 0.121 -0.239 0.00
C -0.8381 0.1456 -4.2334 -0.157 -0.165 0.132 0.00
C -3.3047 0.1711 -4.6672 0.081 -0.084 0.107 0.00
C -1.9059 -1.7646 -5.4466 -0.039 0.043 0.191 0.00
O -2.6148 -2.8952 -1.0492 -0.145 -0.068 0.087 -0.01
C -3.7272 -3.7152 -1.4384 -0.162 -0.185 0.017 0.00
C -3.5189 -4.4181 -2.7837 0.191 0.134 0.136 0.00
C -3.8804 -4.7687 -0.3425 0.099 0.129 -0.019 0.00
C -4.9803 -2.8486 -1.5274 0.159 0.090 -0.006 0.00
H 2.4976 -4.4623 -2.5995 0.024 -0.015 -0.006 0.00
H 1.9652 -2.7810 -2.3904 0.034 0.030 -0.034 0.00
H 1.7142 -3.6017 -3.9444 0.028 -0.042 0.071 0.00
H 0.7877 -6.2575 -2.9273 -0.009 -0.018 0.005 0.00
H -0.1967 -5.3716 -4.1130 0.017 -0.012 -0.004 0.00
H -0.9247 -5.9414 -2.5988 0.112 -0.061 -0.040 0.00
H 1.0541 -5.2317 -0.6052 -0.006 0.002 -0.010 0.00
H -0.6182 -4.6331 -0.4875 0.042 -0.047 0.020 0.00
H 0.7339 -3.5051 -0.3619 0.031 0.036 0.075 0.00
H -0.9098 0.8077 -3.3703 0.013 0.030 -0.011 0.00
H -0.7022 0.7420 -5.1373 0.048 -0.033 -0.027 0.00
H 0.0345 -0.4950 -4.0939 -0.367 0.165 -0.023 0.00
H -3.4356 0.9072 -3.8722 0.002 0.031 -0.030 0.00
H -4.2069 -0.4412 -4.7203 -0.004 0.010 -0.023 0.00
H -3.1638 0.6891 -5.6174 -0.028 0.008 0.000 0.00
H -1.1591 -2.4858 -5.1142 0.020 -0.027 -0.057 0.00
H -1.5712 -1.2975 -6.3747 -0.021 0.007 -0.018 0.00
H -2.8420 -2.2947 -5.6344 0.004 -0.017 -0.004 0.00
H -2.5695 -4.9525 -2.8031 -0.181 0.051 -0.003 0.00
H -3.5123 -3.6842 -3.5866 0.023 0.004 -0.116 0.00
H -4.3304 -5.1270 -2.9572 -0.025 0.024 0.012 0.00
H -2.9712 -5.3697 -0.2742 -0.033 -0.033 -0.018 0.00
H -4.7274 -5.4220 -0.5588 0.002 -0.020 0.020 0.00
H -4.0424 -4.2899 0.6236 -0.006 0.025 0.026 0.00
H -4.8101 -2.0375 -2.2359 -0.029 -0.009 -0.038 0.00
H -5.2208 -2.4062 -0.5626 -0.012 0.057 0.138 0.00
H -5.8287 -3.4501 -1.8613 -0.019 0.025 0.009 0.00
```
Positions in Å, forces in eV/Å.

2S+1: 2
Kohn-Sham gap (alpha / beta) in eV: 5.355 / 5.293
E_LUMO (alpha / beta) in Ha: 0.05397 / 0.03867
Charge: -1
F_max in eV/Å: 2.63
HOMO (alpha / beta) in eV: -3.9 / -4.2